No. 1
Below is C30H67GeN6O3SSeV as an isolated structure, with properties calculated with ωB97M-V with the def2-TZVPD basis set.

## Properties
- maximum force (eV/A) = 5.537
- energy above the lowest of the compared OMol25 structures with the same formula, charge and spin (kcal per mole) = 53.5
- frontier orbital gap (alpha / beta) (eV) = 5.54 / 6.80
- E_tot (eV) = -205643.7137
- HOMO (alpha / beta) (eV) = -15.8 / -15.9

The geometry in ORCA input format:
```
! wB97M-V def2-TZVPD RIJCOSX def2/J DEFGRID3
* xyz 3 2
C -2.826 3.856 -1.076
H 1.796 -4.915 -1.813
H -6.675 -0.294 0.374
C 3.860 -4.343 -0.168
H -2.988 -3.414 1.866
H -3.380 6.399 1.151
Se -0.673 -0.809 -1.826
C 2.036 4.031 -0.885
C -1.956 -3.753 -2.814
C -0.372 -1.897 -3.351
H 4.627 3.255 -0.849
H -3.293 4.517 2.744
H 4.423 1.519 -0.972
C -5.206 -0.856 1.850
H 1.864 2.851 -3.372
C -6.129 0.169 1.200
H -5.795 -1.662 2.287
C 3.349 0.258 3.083
C 2.615 2.688 -1.335
H -4.721 0.202 -0.973
C -0.433 -3.666 2.950
C 4.733 0.663 2.584
H 1.274 -0.071 -5.551
H -2.212 4.546 -1.658
H 3.865 -3.475 -2.729
H 2.914 2.220 3.846
C -2.008 1.719 0.085
H -1.010 3.362 -0.179
C 3.543 -2.707 -2.028
H 2.804 4.801 -0.945
H -1.009 -4.330 -5.383
O 2.597 -2.272 0.137
H 2.836 -2.043 -2.535
H -1.844 -0.536 2.636
H 0.903 0.382 -3.882
C 2.430 1.466 3.228
H 4.735 -3.822 0.229
H 4.167 -1.309 4.338
C 2.894 -3.345 -0.802
H -4.306 5.302 -0.662
H 1.493 1.178 3.706
H 0.289 -3.303 3.684
C -2.407 4.806 2.177
H 5.395 -0.206 2.576
H -4.618 -0.395 2.646
C 3.471 -0.468 4.418
H 2.735 0.002 -1.362
V 0.825 -1.218 0.194
H 0.902 1.560 -1.689
C -5.400 1.412 0.692
H 2.198 1.907 2.257
H -4.430 1.917 -1.186
C -2.177 -3.006 1.268
Ge 2.783 -2.413 2.097
H -1.497 -4.655 -2.411
C -2.806 5.512 0.882
C 1.275 -0.416 -4.519
N -3.047 0.902 0.019
N 0.409 -1.576 -4.400
H 4.202 -5.061 -0.910
O -0.071 -1.915 1.303
H -6.876 0.488 1.928
H 3.375 -4.895 0.641
C 0.263 -2.531 -5.372
H 1.215 4.342 -1.535
O 2.769 -0.631 2.077
H -2.554 -2.184 0.657
H -0.796 -1.199 3.892
C 2.813 2.694 -2.855
H 2.648 0.433 0.221
C -0.624 -3.444 -4.910
H -2.432 -1.837 3.688
C -1.049 -2.500 2.175
H 2.299 -0.671 -4.245
H 0.058 -4.368 2.272
H -2.829 -4.040 -3.397
N -1.885 2.928 -0.436
H 5.169 1.417 3.236
H 3.482 3.504 -3.145
H -2.268 -3.104 -2.001
H 1.093 -4.400 -0.268
H 0.786 -2.481 -6.311
H -1.812 3.907 2.000
C -1.565 -1.447 3.160
H -6.141 2.126 0.331
C 3.943 2.437 -0.630
H 0.932 -3.368 -1.714
H -4.855 1.883 1.515
N 1.624 1.628 -0.983
C 1.593 -4.055 -1.177
C -4.419 1.116 -0.459
H 2.494 -0.840 4.738
H 3.260 1.759 -3.203
H 1.699 3.975 0.152
H 4.421 -2.135 -1.725
C -3.656 4.658 -0.068
H -4.533 -1.306 1.114
H -1.218 -4.196 3.484
H 3.848 0.207 5.182
H 4.683 1.070 1.574
H -3.465 3.326 -1.776
N -1.013 -3.039 -3.659
H -1.912 5.873 0.360
H -4.290 3.982 0.511
H -1.821 5.478 2.802
N 2.096 0.350 -0.641
S -0.577 1.169 0.938
H 3.805 2.408 0.452
H -2.939 0.058 0.561
H -1.797 -3.789 0.607
*
```

=====

No. 2
Below is a 16-piece molecular cluster, C30H69N9O39 overall, with properties calculated with ωB97M-V with the def2-TZVPD basis set.

## Properties
- maximum force (eV/A) = 1.928
- energy above the lowest of the compared OMol25 structures with the same formula, charge and spin (kcal per mole) = 0.0
- frontier orbital gap (eV) = 10.08
- E_tot (eV) = -125467.6736
- HOMO (eV) = -10.5

The geometry in ORCA input format:
```
! wB97M-V def2-TZVPD RIJCOSX def2/J DEFGRID3
* xyz 0 1
C 20.763 0.913 16.406
C 18.848 -0.976 11.524
C 17.203 -9.640 9.560
O 19.817 -1.136 14.901
H 16.698 -1.477 13.768
O 18.062 -10.444 10.198
H 21.666 -1.408 9.720
H 22.478 -5.677 16.510
H 15.455 -2.765 13.860
H 16.619 -7.346 8.380
N 23.632 -1.589 9.045
O 14.050 -7.127 12.065
C 14.835 -1.185 11.827
O 23.907 -6.887 8.680
O 21.574 -0.118 15.871
H 13.880 0.794 9.494
H 21.097 -7.608 10.783
H 16.624 -9.866 13.865
C 26.033 -4.686 7.899
H 22.696 -4.628 10.004
C 18.140 -4.613 15.870
H 22.424 -4.136 15.688
C 14.096 -0.224 9.807
O 22.893 -5.529 13.175
H 11.965 -6.027 11.080
O 18.769 -6.227 4.999
O 19.053 -5.365 10.100
H 24.106 -6.071 11.601
O 26.986 -2.948 9.022
H 21.116 -3.581 14.159
O 14.795 -0.914 13.124
O 20.659 -4.682 16.446
H 24.925 -5.784 13.133
O 19.866 -2.352 8.426
N 19.384 -2.429 7.313
N 13.931 -5.919 12.002
H 22.752 -0.120 10.293
H 24.104 -9.185 7.519
N 26.175 -3.840 9.101
H 18.781 -3.815 15.494
O 18.355 -1.873 6.998
C 21.648 -4.803 9.766
O 18.610 -5.023 17.163
N 16.009 -3.927 7.117
C 21.605 -2.767 13.628
H 20.049 0.495 17.116
O 24.690 -1.007 9.062
H 19.103 -7.280 7.930
H 18.591 -1.694 12.299
H 16.968 -6.395 9.837
O 19.081 -4.164 11.951
O 17.484 -8.399 9.937
C 20.807 -7.820 14.758
H 15.419 -1.369 14.973
H 21.379 -8.185 15.610
H 18.039 -12.053 8.847
O 21.967 -1.706 14.503
H 15.048 -0.570 9.428
H 12.456 -4.529 11.895
O 15.530 -3.567 6.072
H 15.096 -8.945 13.658
H 19.018 -5.554 7.525
H 20.207 1.471 15.652
H 21.451 -4.279 8.836
O 16.321 -9.979 8.831
O 18.131 -8.038 5.956
O 21.383 -6.609 14.255
H 18.388 2.106 14.716
H 19.881 -8.487 11.759
H 20.988 -2.453 12.785
H 20.047 -8.669 9.934
H 17.147 -3.886 11.261
C 24.130 -8.300 6.884
H 25.147 -7.938 6.775
H 20.460 -6.540 7.041
O 21.025 -10.626 11.729
C 20.533 -8.531 10.895
H 17.103 -4.299 15.884
O 23.272 -2.418 8.230
C 20.031 -3.324 6.325
H 22.870 -1.719 11.009
O 16.452 -6.713 14.070
C 15.438 -3.335 8.355
O 17.038 -4.555 7.180
H 19.322 -1.540 10.722
O 19.862 -0.062 11.932
H 15.568 -4.080 9.138
H 22.544 -3.119 13.206
N 16.825 -7.817 13.718
C 19.894 -5.165 17.415
H 21.542 -5.877 9.615
H 24.983 -4.791 7.645
H 17.003 -12.264 10.224
O 18.279 1.138 12.884
H 17.299 -3.865 12.992
C 22.664 -1.182 10.086
H 26.571 -4.244 7.070
C 24.130 -5.422 12.477
H 19.815 -7.582 15.135
H 18.701 -12.389 10.440
O 20.283 -5.647 18.451
C 16.055 -8.995 14.170
O 14.033 -0.313 11.226
C 22.069 -4.668 16.563
H 18.256 -5.493 15.238
H 15.618 -7.563 9.806
C 22.416 -6.730 13.420
C 17.948 -11.809 9.907
O 22.352 -6.812 7.221
N 18.658 -6.946 5.974
H 15.933 -8.992 15.248
H 20.746 -8.513 13.923
C 19.389 -6.520 7.208
O 14.744 -5.141 12.455
C 16.641 -7.363 9.472
O 22.875 -7.776 13.029
H 19.271 -4.019 5.972
N 23.412 -7.234 7.631
H 16.856 2.076 13.947
O 17.855 -8.022 13.090
H 22.432 -4.183 17.467
H 17.481 -5.416 12.195
H 21.436 1.627 16.871
O 20.923 -4.384 10.910
C 17.670 -4.351 12.093
H 26.452 -5.656 8.166
N 21.448 -9.680 11.103
O 15.491 -2.044 11.283
H 18.143 3.196 13.339
H 20.399 -2.744 5.482
H 14.374 -3.206 8.183
O 22.533 -9.643 10.568
H 13.192 -4.880 10.364
H 23.646 -8.588 5.957
C 17.915 2.211 13.737
H 15.962 -2.420 8.591
C 15.652 -1.699 13.963
H 13.277 -0.816 9.390
H 17.946 -0.513 11.131
H 24.371 -4.406 12.185
O 25.373 -3.983 10.009
H 20.862 -3.854 6.777
C 21.002 -1.002 15.075
C 19.653 -4.718 10.916
C 19.560 1.080 12.513
O 20.379 1.937 12.670
C 12.790 -5.350 11.258
*
```

=====

No. 3
Below is a 16-piece molecular cluster, C30H69N9O39 overall, with properties calculated with ωB97M-V with the def2-TZVPD basis set.

## Properties
- maximum force (eV/A) = 3.005
- energy above the lowest of the compared OMol25 structures with the same formula, charge and spin (kcal per mole) = 42.8
- frontier orbital gap (eV) = 9.96
- E_tot (eV) = -125465.8161
- HOMO (eV) = -10.3

The geometry in ORCA input format:
```
! wB97M-V def2-TZVPD RIJCOSX def2/J DEFGRID3
* xyz 0 1
H 6.218 -1.555 3.923
C 0.343 -1.400 4.470
O -2.418 -0.892 2.427
N -0.272 4.687 -1.739
O -3.841 5.794 -2.529
C 1.671 -0.412 0.888
O -1.932 -2.659 3.659
H 2.142 -1.300 0.483
O -3.625 1.650 3.992
H 9.389 -4.834 1.852
H 6.263 -3.246 0.156
H 6.901 0.080 -0.304
H -7.968 -4.303 0.019
O 7.400 -3.696 2.857
H 5.841 0.822 -1.477
C 10.005 -3.996 2.177
C -7.206 -3.537 0.072
C 3.544 0.398 -3.690
O 1.225 -5.663 0.557
O 7.523 -1.549 2.239
H 2.510 3.289 0.835
N 5.230 -4.668 1.138
H 0.764 -2.970 0.363
H -3.669 6.732 -5.992
O 2.996 -4.427 -3.003
H 0.695 -2.399 -3.422
O -0.376 -4.494 -0.440
H 1.643 -7.629 -1.193
H 10.379 -4.154 3.190
H -2.944 7.559 -4.576
H 1.392 3.321 -1.684
C -4.915 6.415 -3.017
C -4.151 2.713 3.431
H -4.204 -0.816 1.416
H -5.423 0.530 4.151
H 0.578 -2.454 4.323
H 0.101 -8.434 -1.621
C -0.310 0.731 0.507
C -4.013 -1.586 -2.482
H -4.291 -1.711 2.912
O 4.969 1.884 -4.804
O -4.800 6.652 -4.316
C -4.345 0.438 3.992
O -5.162 2.779 2.794
H -5.142 2.059 -3.143
H 10.892 -3.985 1.544
O 2.165 -3.252 -1.408
H -0.577 1.423 3.518
C -2.217 1.776 -0.151
C 6.765 0.269 -1.367
H 3.938 3.584 1.950
C -0.118 2.393 3.688
H -7.412 1.765 1.674
H -1.913 2.340 -1.034
O -0.106 -6.534 -0.975
O -7.556 -0.234 0.976
H -3.839 3.278 -3.307
O -1.941 -2.625 -2.784
H -4.263 -0.054 3.021
H -3.588 1.803 -2.354
H 0.080 -3.982 -2.897
N 2.116 -3.758 -2.509
C 8.016 -2.777 2.413
O 0.296 -0.439 0.490
N 3.896 1.762 -4.218
N 0.817 2.143 4.815
O 4.047 2.463 -1.016
C 6.272 -1.267 2.872
O -1.521 0.570 0.019
O 5.608 -5.745 1.510
H 2.185 0.409 0.379
H -3.716 4.670 1.773
H -0.827 3.182 3.909
H -1.044 -2.699 0.264
H -4.975 -1.713 -2.960
H -6.229 1.268 0.474
C 0.592 -7.759 -0.934
N -3.488 1.601 -4.448
H 3.176 -0.226 -4.496
H -2.924 5.823 -4.678
H -6.622 -3.709 0.986
H -3.262 1.543 -0.355
H -4.027 -2.023 -1.489
N 6.512 -1.095 -1.945
H 1.094 -3.900 -4.310
C -3.524 6.702 -4.919
C -3.646 -1.504 2.052
H -0.125 -1.343 5.462
O -2.342 1.910 -4.738
O 5.370 -1.516 -1.871
O -5.876 6.702 -2.401
H 0.577 -8.153 0.083
O 4.507 -3.929 1.794
H 3.708 4.478 0.442
O 3.047 2.665 -4.137
O 7.489 -1.741 -2.253
O -3.302 3.712 3.546
O -0.608 4.305 -0.617
C 5.721 -4.138 -0.150
C 0.820 3.880 -2.409
C 0.340 -5.559 -0.221
O -5.748 -1.181 0.068
O -3.163 -2.256 -4.510
C -1.640 -1.609 3.229
C -6.905 -1.216 0.363
H 1.233 -0.782 4.512
H 6.132 -0.201 2.744
H 2.831 0.576 -2.896
H 6.391 -4.865 -0.596
H -4.300 5.547 3.254
C 0.922 -3.452 -3.337
O -0.888 5.474 -2.404
O 0.224 1.775 0.743
C -0.227 -3.389 0.445
H -3.789 -0.533 -2.348
H -3.371 6.744 -0.684
H -2.140 2.452 0.697
C -3.543 4.900 2.824
C -4.074 2.218 -3.232
H -4.639 5.488 -0.700
H -3.438 -2.429 1.508
H -2.995 4.984 -0.830
O 5.322 2.058 0.611
H -2.603 5.455 2.781
O 9.296 -2.771 2.080
H 4.487 0.018 -3.324
H -0.406 -3.725 1.473
H 4.934 -3.960 -0.870
H 1.471 4.580 -2.929
O -7.752 -2.216 0.206
H 1.771 -0.276 1.961
H 0.274 3.273 -3.126
N -2.960 -2.210 -3.315
O -0.577 -0.902 3.494
C 3.567 3.516 0.936
O 2.009 2.033 4.576
H -6.142 0.682 2.127
H -3.971 -0.223 4.767
H 7.653 0.643 -1.853
O -4.092 0.654 -4.924
C -6.821 0.926 1.324
C -3.670 5.788 -1.100
O 0.336 2.086 5.935
H 5.489 -1.856 2.386
H 0.495 2.747 2.874
H -6.525 -3.646 -0.772
N 4.370 2.573 0.139
*
```